This record from the Open Molecules 2025 dataset describes a cluster of 11 separate species, C44H88O25 in total. The level of theory is ωB97M-V/def2-TZVPD.

CARTESIAN COORDINATES (ANGSTROEM)
C 3.11 8.23 -6.91
C 3.73 9.20 -5.73
O 3.79 8.67 -4.41
C 2.70 8.30 -3.80
O 1.60 8.74 -3.99
O 3.13 7.35 -2.88
C 2.22 6.72 -1.94
H 3.17 8.70 -7.90
H 2.07 8.02 -6.66
H 3.55 7.25 -7.06
H 3.14 10.11 -5.75
H 4.72 9.36 -6.16
H 2.73 5.82 -1.59
H 1.31 6.28 -2.35
H 1.92 7.39 -1.14
C -2.28 5.35 -6.36
C -0.82 5.48 -5.87
O -0.36 4.42 -4.96
C 0.80 3.81 -5.23
O 1.48 4.06 -6.22
O 1.00 2.86 -4.37
C 2.10 1.92 -4.52
H -2.43 4.39 -6.86
H -2.52 6.18 -7.03
H -3.06 5.41 -5.60
H -0.75 6.51 -5.50
H -0.30 5.58 -6.82
H 2.89 2.43 -5.06
H 1.82 1.10 -5.17
H 2.44 1.48 -3.58
C -6.88 -4.47 -4.39
C -6.18 -4.32 -3.00
O -6.78 -5.35 -2.18
C -6.12 -5.67 -1.03
O -5.13 -5.14 -0.49
O -6.77 -6.70 -0.49
C -6.36 -7.44 0.62
H -6.61 -3.59 -4.98
H -7.95 -4.47 -4.19
H -6.50 -5.36 -4.91
H -6.43 -3.34 -2.59
H -5.09 -4.26 -3.05
H -7.18 -8.02 1.05
H -6.03 -6.73 1.39
H -5.61 -8.14 0.26
C 7.12 -3.54 9.44
C 7.32 -2.15 8.85
O 6.48 -2.25 7.69
C 5.37 -1.41 7.54
O 4.89 -0.64 8.40
O 4.87 -1.67 6.33
C 3.76 -0.96 5.77
H 7.61 -3.80 10.37
H 7.45 -4.31 8.75
H 6.12 -3.82 9.78
H 8.35 -1.81 8.72
H 6.98 -1.31 9.45
H 3.10 -1.57 5.14
H 4.14 -0.13 5.18
H 3.05 -0.60 6.51
C -4.30 0.91 -5.86
C -5.20 0.58 -7.10
O -6.20 1.58 -7.15
C -7.45 1.45 -6.76
O -7.88 0.44 -6.18
O -7.98 2.63 -6.96
C -9.23 2.93 -6.27
H -3.29 0.53 -5.96
H -4.87 0.60 -4.98
H -4.06 1.98 -5.81
H -5.69 -0.40 -7.13
H -4.63 0.64 -8.02
H -9.99 2.25 -6.63
H -9.49 3.93 -6.63
H -8.91 2.79 -5.24
C -0.38 -5.50 3.98
C 0.73 -6.54 3.54
O 1.90 -6.06 4.16
C 3.01 -6.80 4.25
O 3.13 -8.02 3.93
O 3.98 -5.99 4.65
C 5.33 -6.31 4.41
H -1.25 -5.69 3.35
H -0.06 -4.46 3.90
H -0.75 -5.71 4.98
H 0.85 -6.52 2.46
H 0.49 -7.50 4.00
H 5.60 -7.31 4.06
H 5.72 -6.36 5.43
H 5.85 -5.46 3.97
C 6.75 -8.16 -0.03
C 6.45 -7.14 -1.15
O 5.32 -6.36 -0.73
C 5.46 -5.24 0.06
O 6.44 -4.97 0.78
O 4.28 -4.56 0.02
C 4.02 -3.54 1.04
H 5.85 -8.75 0.14
H 6.95 -7.48 0.79
H 7.59 -8.78 -0.31
H 6.29 -7.66 -2.09
H 7.26 -6.44 -1.32
H 4.90 -3.18 1.60
H 3.31 -3.91 1.78
H 3.57 -2.65 0.60
C -4.53 -1.17 5.68
C -5.44 -0.07 5.21
C -4.79 1.17 5.93
O -4.11 0.70 7.07
C -4.14 -0.71 7.11
H -3.60 -1.21 5.12
H -5.03 -2.14 5.72
H -6.51 -0.09 5.39
H -5.31 0.01 4.13
H -5.44 2.04 6.04
H -3.96 1.52 5.33
H -4.86 -1.05 7.85
H -3.13 -1.07 7.33
C -2.18 0.68 0.37
C -0.93 1.61 0.46
C 0.36 0.67 0.28
O -0.11 -0.60 0.87
C -1.51 -0.75 0.82
H -2.51 0.60 -0.66
H -3.02 0.94 1.01
H -0.90 2.10 1.43
H -0.88 2.31 -0.37
H 1.16 1.08 0.89
H 0.55 0.61 -0.80
H -1.80 -1.09 1.81
H -1.81 -1.51 0.10
C 6.29 1.00 0.26
C 6.73 2.39 0.41
C 7.91 2.25 1.39
O 8.60 1.05 0.97
C 7.59 0.24 0.27
H 5.88 0.81 -0.73
H 5.64 0.75 1.09
H 6.03 3.20 0.61
H 7.16 2.88 -0.47
H 7.56 2.20 2.42
H 8.61 3.08 1.38
H 7.49 -0.66 0.86
H 7.93 0.00 -0.74
C -5.37 5.46 -0.66
C -6.59 5.19 0.20
C -5.87 4.43 1.37
O -4.65 5.23 1.56
C -4.40 5.93 0.34
H -5.51 6.24 -1.41
H -5.16 4.56 -1.22
H -7.37 4.59 -0.27
H -7.07 6.10 0.56
H -5.67 3.38 1.12
H -6.42 4.46 2.31
H -3.50 5.78 -0.26
H -4.72 6.97 0.43

Summary:
HOMO level: -9.4 eV
Relative energy (zero: lowest compared OMol25 entry of this formula, charge and spin): 156.04 kcal/mol
Total charge: 0
HOMO-LUMO gap: 9.373 eV
LUMO level: 0.02 eV
SMILES: CCOC(=O)OC.CCOC(=O)OC.CCOC(=O)OC.CCOC(=O)OC.CCOC(=O)OC.CCOC(=O)OC.CCOC(=O)OC.C1CCOC1.C1CCOC1.C1CCOC1.C1CCOC1
Multiplicity: 1

This record from the Open Molecules 2025 dataset describes a structure of composition C42H48GeNPPd. The level of theory is ωB97M-V/def2-TZVPD.

CARTESIAN COORDINATES (ANGSTROEM)
Pd 0.20 0.12 -0.27
C -0.02 -0.47 4.87
C -0.28 0.07 3.46
C -1.74 0.46 3.25
P 0.24 -0.89 1.92
C 1.74 -1.85 2.55
C 2.91 -0.88 2.72
C 2.08 -2.89 1.50
C -0.96 -2.23 1.69
C -1.53 -2.92 2.75
C -2.50 -3.90 2.59
C -3.11 -4.61 3.76
C -2.91 -4.19 1.29
C -2.36 -3.55 0.21
C -1.34 -2.56 0.34
N -0.81 -1.98 -0.72
C -1.01 -2.46 -1.99
C -0.45 -3.69 -2.40
C 0.41 -4.47 -1.45
C -0.68 -4.17 -3.68
C -1.45 -3.46 -4.59
C -1.70 -4.01 -5.97
C -1.94 -2.22 -4.21
C -1.74 -1.72 -2.93
C -2.31 -0.40 -2.52
H -0.29 0.29 5.60
H 1.02 -0.72 5.01
H -0.63 -1.35 5.08
H 0.31 0.99 3.37
H -2.39 -0.40 3.39
H -1.85 0.81 2.22
H -2.04 1.26 3.93
H 1.51 -2.34 3.51
H 3.10 -0.40 1.76
H 3.82 -1.40 3.03
H 2.68 -0.11 3.45
H 2.11 -2.40 0.52
H 1.32 -3.66 1.46
H 3.05 -3.35 1.70
H -1.20 -2.69 3.75
H -2.62 -4.32 4.69
H -3.02 -5.69 3.65
H -4.18 -4.38 3.85
H -3.68 -4.94 1.13
H -2.70 -3.78 -0.79
H 1.25 -3.85 -1.13
H 0.81 -5.37 -1.93
H -0.14 -4.76 -0.56
H -0.26 -5.12 -3.97
H -1.70 -5.10 -5.96
H -0.94 -3.68 -6.67
H -2.67 -3.67 -6.35
H -2.53 -1.64 -4.91
H -2.63 0.19 -3.38
H -1.54 0.16 -1.94
H -3.15 -0.54 -1.84
C 1.90 0.04 -1.67
H 1.78 -0.75 -2.44
H 2.83 -0.16 -1.10
C -1.45 1.49 -0.04
Ge 0.07 2.64 -0.45
C -0.52 4.25 -1.54
C -1.16 4.04 -2.75
C -1.61 5.10 -3.52
C -1.45 6.40 -3.07
C -0.80 6.62 -1.87
C -0.33 5.56 -1.12
C 1.90 2.49 -1.31
C 2.03 1.42 -2.35
C 3.34 1.45 -3.07
C 4.39 2.18 -2.62
C 4.24 3.08 -1.55
C 2.98 3.24 -0.95
C 0.57 3.37 1.35
C -0.17 4.31 2.05
C 0.13 4.65 3.35
C 1.19 4.04 4.00
C 1.91 3.05 3.34
C 1.59 2.73 2.04
H -1.31 3.02 -3.09
H -2.09 4.92 -4.48
H -1.82 7.23 -3.65
H -0.66 7.64 -1.51
H 0.20 5.74 -0.20
H 1.20 1.50 -3.06
H 3.45 0.77 -3.91
H 5.36 2.10 -3.10
H 5.07 3.69 -1.24
H 2.87 4.00 -0.18
H -1.02 4.78 1.56
H -0.46 5.40 3.87
H 1.44 4.31 5.02
H 2.72 2.54 3.85
H 2.14 1.94 1.52

Summary:
HOMO level (spin up / spin down): -0.3 / -1.1 eV
Relative energy (zero: lowest compared OMol25 entry of this formula, charge and spin): 0.00 kcal/mol
Total charge: -2
HOMO-LUMO gap (spin up / spin down): 4.886 / 5.690 eV
LUMO level (spin up / spin down): 4.61 / 4.60 eV
Multiplicity: 5

This record from the Open Molecules 2025 dataset describes a structure of composition C12H24N6NiO6. The level of theory is ωB97M-V/def2-TZVPD.

CARTESIAN COORDINATES (ANGSTROEM)
O 1.39 3.64 0.67
H 1.92 3.91 1.48
Ni 0.19 0.00 0.07
N -0.57 1.69 -0.28
N -0.76 0.21 1.69
N 0.78 -0.39 -1.72
N 0.45 -1.85 0.21
O -0.71 2.21 -1.41
O 0.84 0.49 -2.73
O 0.11 -2.59 1.29
O -1.07 -0.70 2.55
C -1.12 1.49 1.95
C -1.09 2.30 0.81
C 1.11 -1.66 -2.00
C 0.94 -2.51 -0.85
C -1.58 3.68 0.73
H -0.79 4.34 0.36
H -1.87 3.97 1.74
H -2.46 3.71 0.07
C -1.48 1.87 3.33
H -0.62 1.80 4.02
H -2.27 1.20 3.68
H -1.82 2.91 3.32
C 1.45 -2.12 -3.38
C 1.19 -3.98 -0.86
H 1.71 -1.30 -4.05
H 0.58 -2.64 -3.81
H 2.27 -2.85 -3.37
H 0.73 -4.45 0.02
H 2.26 -4.22 -0.85
H 0.78 -4.45 -1.76
H 0.34 1.29 -2.35
H -0.33 -1.87 1.89
C 1.87 0.58 0.74
H 1.85 1.66 0.63
H 2.65 0.06 0.15
H 1.90 0.23 1.79
O 1.84 3.53 -2.02
H 1.63 3.90 -1.10
H 2.40 2.77 -1.76
N -2.50 -1.38 0.17
C -3.56 -1.83 -0.51
C -3.52 -1.32 -1.80
C -2.34 -0.53 -1.84
N -1.71 -0.59 -0.63
H -2.28 -1.49 1.16
H -4.28 -2.48 0.01
H -4.21 -1.45 -2.62
H -1.94 0.05 -2.64

Summary:
HOMO level (spin up / spin down): -7.3 / -7.0 eV
Total charge: 0
HOMO-LUMO gap (spin up / spin down): 6.065 / 5.426 eV
LUMO level (spin up / spin down): -1.21 / -1.55 eV
Multiplicity: 3

This record from the Open Molecules 2025 dataset describes the ion C4H5N2O2S with charge +1. The level of theory is ωB97M-V/def2-TZVPD.

CARTESIAN COORDINATES (ANGSTROEM)
C -1.26 -0.43 1.28
C -0.74 -1.66 1.62
C 1.00 -1.01 -0.07
C 0.13 1.67 -1.31
N -0.56 0.42 0.56
N 1.65 -0.23 -0.81
O -0.90 1.28 -0.43
O 0.92 0.60 -1.69
S 0.72 -2.24 0.95
H -2.33 -0.34 1.56
H -1.45 -2.31 2.28
H -0.40 1.98 -2.26
H 0.58 2.53 -0.77
H 2.63 -0.28 -0.92

Summary:
HOMO level (spin up / spin down): -13.1 / -13.1 eV
Relative energy (zero: lowest compared OMol25 entry of this formula, charge and spin): 152.44 kcal/mol
Total charge: +1
HOMO-LUMO gap (spin up / spin down): 7.215 / 7.265 eV
LUMO level (spin up / spin down): -5.88 / -5.86 eV
Multiplicity: 1

> Look up the total charge of the third one.

0